113
Properties=species:S:1:pos:R:3:forces:R:3 method="wB97M-V/def2-TZVPD" charge=+1 molar_mass_da=1098.1 e_above_lowest_kcal_mol=0.00 homo_lumo_gap_ev=10.84 multiplicity=1 total_energy_ev=-237113.9501 lumo_energy_ev=-2.156
Ca -5.3477 13.9084 -31.1472 0.101 -0.825 -0.783
As -5.9768 10.0277 -31.9103 0.428 -0.448 0.577
F -6.3011 9.9720 -30.2027 -0.212 0.066 0.130
F -5.8824 11.7872 -31.7600 -0.293 0.206 -0.004
F -5.6074 10.1999 -33.5640 0.017 0.172 -0.721
F -6.0733 8.3318 -32.0442 -0.011 -0.387 0.033
F -7.6637 10.1769 -32.2299 -0.319 0.235 -0.012
F -4.2867 9.9484 -31.5351 0.273 0.034 0.014
O -2.1002 13.2629 -28.6460 0.738 0.580 -0.126
S -3.1927 12.3558 -28.5777 -0.805 -0.409 1.158
O -4.3059 12.5474 -29.4463 -0.402 0.053 -0.397
O -2.7003 10.8852 -28.7577 -0.069 0.072 -0.171
C -1.3581 10.5490 -28.3242 0.925 -0.372 -0.719
C -1.0931 9.1280 -28.7916 -0.767 0.394 0.324
C -3.8141 12.2990 -26.9238 0.431 0.024 -0.053
H -1.2162 10.6690 -27.2509 -0.360 0.052 0.066
H -0.6609 11.2026 -28.8488 -0.083 0.257 0.221
H -1.1352 9.1078 -29.8783 0.203 -0.182 -0.021
H -1.8930 8.4874 -28.4205 0.175 -0.195 0.028
H -0.1301 8.7999 -28.4098 0.044 -0.102 -0.123
H -4.3918 13.1961 -26.7191 0.004 0.036 -0.082
H -2.9264 12.2608 -26.2934 -0.150 -0.033 0.195
H -4.4272 11.4107 -26.8049 -0.070 0.015 -0.075
O -7.2753 13.4612 -29.9395 0.244 0.665 0.008
S -8.0299 12.9039 -28.8605 -0.997 -0.588 -0.401
O -7.3638 12.5246 -27.6664 0.406 -0.134 0.533
O -9.1149 14.0059 -28.5330 0.207 0.267 0.011
C -9.8646 13.8595 -27.3178 -0.793 -0.158 0.914
C -10.6226 15.1386 -27.0457 0.389 0.243 0.190
C -9.0191 11.6079 -29.4981 -0.011 -0.408 0.008
H -9.2178 13.6242 -26.4719 0.315 0.152 -0.216
H -10.5713 13.0242 -27.3584 0.102 -0.024 -0.560
H -11.2744 14.9863 -26.1860 -0.068 -0.043 -0.053
H -11.2147 15.4846 -27.8905 -0.050 -0.235 0.005
H -9.9174 15.9260 -26.7682 -0.061 0.060 -0.093
H -9.7455 12.0030 -30.2049 0.104 0.210 -0.008
H -9.5058 11.1059 -28.6640 -0.015 0.052 0.029
H -8.3672 10.9020 -30.0104 0.141 0.025 0.045
O -3.4942 12.7535 -32.1693 0.288 0.415 -0.038
S -2.3901 12.3134 -32.9579 -0.247 -0.452 0.493
O -2.6356 11.4689 -34.0725 0.307 -0.062 -0.333
O -1.6140 13.6225 -33.3995 -0.066 -0.196 0.261
C -0.3829 13.4484 -34.1250 0.555 0.657 -0.588
C 0.4558 14.6867 -33.9115 0.355 0.330 -0.150
C -1.2581 11.5477 -31.8472 0.270 -0.403 -0.441
H -0.5973 13.3692 -35.1917 -0.239 -0.277 0.060
H 0.1846 12.5705 -33.8218 -0.297 -0.155 0.190
H 0.7028 14.8716 -32.8680 -0.206 -0.062 0.055
H -0.0296 15.5692 -34.3335 -0.166 -0.013 0.172
H 1.4014 14.6013 -34.4524 -0.050 -0.215 -0.024
H -1.8183 10.8085 -31.2789 -0.250 0.194 0.080
H -0.7908 12.3131 -31.2328 -0.054 -0.030 0.124
H -0.5382 10.9940 -32.4485 0.168 0.131 0.104
O -5.9300 15.2339 -35.4627 -0.562 0.231 -0.124
S -4.7659 15.0665 -34.6657 0.445 0.088 -0.588
O -4.8552 14.7179 -33.2943 -0.065 0.179 0.315
O -3.8874 13.9489 -35.2963 0.075 -0.309 -0.101
C -3.7386 13.8965 -36.7307 0.683 0.176 -0.876
C -3.6793 12.4493 -37.1563 -0.171 -0.029 0.449
C -3.7256 16.4672 -34.8210 -0.157 0.611 0.358
H -2.7990 14.3959 -37.0009 0.084 -0.101 0.351
H -4.4990 14.4828 -37.2483 -0.380 -0.265 0.308
H -4.6472 11.9638 -37.0302 -0.039 0.045 -0.197
H -2.9946 11.9137 -36.4992 0.125 0.017 -0.120
H -3.3357 12.3840 -38.1868 -0.102 -0.068 -0.034
H -2.8601 16.3688 -34.1677 0.069 -0.322 -0.176
H -4.2918 17.3285 -34.4658 -0.142 -0.035 -0.167
H -3.4682 16.5969 -35.8686 0.091 0.009 -0.006
O -9.8284 13.6549 -32.2906 -0.090 0.085 0.479
S -8.7496 13.8122 -33.2104 -0.324 -0.309 0.080
O -7.4080 13.9152 -32.7250 0.361 0.392 0.128
O -8.8494 12.5746 -34.1491 -0.068 0.123 -0.179
C -7.8317 12.3529 -35.1600 0.330 -1.009 -0.029
C -8.1428 10.9904 -35.7353 -0.843 -0.009 -0.173
C -9.1513 15.1621 -34.2564 -0.326 -0.234 0.006
H -6.8509 12.3140 -34.6848 -0.018 0.397 0.048
H -7.9099 13.1192 -35.9284 0.143 0.202 0.102
H -8.1257 10.2092 -34.9783 0.318 0.094 0.092
H -7.4868 10.7298 -36.5638 0.151 0.068 0.092
H -9.1687 11.0145 -36.1151 0.084 -0.052 -0.146
H -9.3007 16.0459 -33.6426 0.267 0.045 0.057
H -10.1204 14.8654 -34.6557 0.066 0.148 -0.289
H -8.3879 15.2957 -35.0156 0.035 0.115 -0.025
O -6.0858 16.0924 -31.2564 0.307 0.367 0.525
S -6.6271 17.2537 -31.9025 -0.074 -0.180 0.279
O -6.5544 17.3700 -33.3140 0.034 0.108 -0.265
O -8.1308 17.3167 -31.5175 -0.430 0.357 -0.252
C -8.5353 17.1339 -30.1370 -0.470 0.146 0.453
C -10.0418 16.9798 -30.1071 0.196 -0.704 -0.230
C -5.9582 18.7001 -31.1522 -0.449 0.082 -0.370
H -8.2777 18.0180 -29.5452 0.297 0.040 -0.269
H -8.0216 16.2611 -29.7363 -0.086 -0.038 -0.017
H -10.3628 17.0660 -29.0699 -0.105 0.113 -0.128
H -10.3126 15.9866 -30.4723 -0.034 0.010 0.056
H -10.5558 17.7027 -30.7364 0.129 0.255 0.146
H -4.9467 18.8314 -31.5264 0.133 -0.133 0.259
H -6.0523 18.6110 -30.0744 0.293 0.021 0.048
H -6.5793 19.5186 -31.5149 0.054 0.069 0.047
O -3.3759 15.2709 -30.8157 -0.429 -0.121 0.129
S -2.2101 16.0641 -30.6222 0.271 0.245 -0.037
O -0.9333 15.5352 -30.9639 0.147 0.020 0.184
O -2.4819 17.3660 -31.4855 -0.098 -0.066 0.146
C -1.4579 18.3971 -31.4962 0.401 0.053 -0.161
C -1.2589 18.8370 -32.9194 -0.379 0.407 -0.579
C -2.2215 16.6946 -28.9715 0.646 -0.373 -0.526
H -0.5174 18.0100 -31.1013 -0.109 -0.154 0.074
H -1.8004 19.2049 -30.8494 -0.063 0.024 -0.052
H -2.1981 19.1768 -33.3657 -0.042 -0.056 0.141
H -0.8831 18.0400 -33.5605 0.120 -0.101 0.206
H -0.5814 19.6880 -32.9922 0.134 -0.096 0.186
H -3.1253 17.2855 -28.8761 -0.034 -0.045 0.343
H -1.3038 17.2669 -28.8499 -0.144 0.246 0.064
H -2.1405 15.8159 -28.3342 -0.343 0.034 0.129


114
Properties=species:S:1:pos:R:3:forces:R:3 method="wB97M-V/def2-TZVPD" charge=+1 molar_mass_da=1125.0 e_above_lowest_kcal_mol=22.22 homo_lumo_gap_ev="9.91 / 10.48" multiplicity=2 s2=0.786 total_energy_ev=-246404.2411 lumo_energy_ev="-3.121 / -2.561"
O 1.9332 -0.5735 0.6593 -1.215 0.632 0.738
V 0.4585 -0.1654 0.5236 2.184 -0.469 -1.140
As 5.2137 -2.0751 -1.7985 0.425 -0.158 -0.347
F 5.4577 -2.3905 -0.1126 -0.043 -0.093 -0.311
F 3.5549 -1.6565 -1.4273 -0.120 0.415 -0.020
F 4.8729 -1.6824 -3.4833 0.073 -0.033 0.270
F 6.8373 -2.5294 -2.1674 -0.279 -0.094 -0.048
F 4.6417 -3.6957 -2.1330 0.137 0.098 0.232
F 5.7653 -0.4255 -1.5908 -0.436 -0.048 0.138
O 1.0759 -2.5697 4.6100 -0.323 0.430 -0.182
S 0.2938 -1.4666 4.1475 0.009 -0.271 0.209
O 0.4696 -0.9431 2.8178 -0.101 -0.188 0.940
O -1.2606 -1.8592 4.2203 0.837 0.452 -0.010
C -1.7306 -2.4011 5.4797 -1.048 -0.541 0.222
C -1.9658 -3.8922 5.4004 -0.250 -0.517 0.583
C 0.4023 -0.0939 5.2806 -0.444 0.571 -1.284
H -2.6769 -1.8831 5.6437 0.070 0.041 0.113
H -1.0758 -2.1868 6.3224 0.286 0.172 -0.247
H -2.8103 -4.1953 4.7804 0.376 0.277 -0.617
H -2.2958 -4.2889 6.3673 0.283 0.400 0.231
H -1.0416 -4.4229 5.1769 -0.090 -0.022 -0.304
H -0.0865 -0.2667 6.2307 0.400 -0.250 0.187
H -0.1331 0.6939 4.7446 -0.147 -0.075 0.162
H 1.4304 0.2606 5.2886 0.140 -0.409 0.440
O 0.3746 1.6695 1.6818 0.010 -0.057 0.441
S -0.3535 2.7652 2.2856 0.214 0.390 0.046
O -1.7803 2.6926 2.2775 0.183 0.204 0.133
O 0.1994 2.8404 3.7788 0.213 -0.555 -0.691
C -0.5047 3.5898 4.8031 -0.738 0.825 -0.482
C 0.1016 4.9677 4.9647 1.160 -0.055 0.030
C 0.2798 4.2767 1.5653 -0.316 -0.259 0.490
H -0.4678 3.0111 5.7226 0.204 -0.140 -0.108
H -1.5435 3.6536 4.4680 -0.017 -0.009 0.280
H -0.3012 5.4969 5.8256 -0.282 0.033 -0.159
H 0.0762 5.5782 4.0636 -0.671 0.050 0.032
H 1.1824 4.9053 5.1351 -0.096 -0.341 0.276
H -0.3606 5.1021 1.8713 -0.135 -0.118 0.058
H 0.3028 4.2024 0.4800 0.135 -0.247 0.034
H 1.2612 4.4086 2.0149 0.152 -0.034 -0.316
O -1.1123 1.0825 -0.7378 -0.042 0.595 -0.114
S -2.1164 2.0164 -1.1814 -1.244 0.419 -0.229
O -3.2967 2.2420 -0.3864 0.663 -0.381 -0.293
O -1.3978 3.4187 -1.3730 0.421 -0.673 0.226
C -2.1843 4.5557 -1.8652 0.303 -0.364 -0.101
C -1.4092 5.8144 -1.5281 -0.793 -0.169 -0.708
C -2.6123 1.5536 -2.8365 0.781 0.470 0.401
H -3.1615 4.4999 -1.3885 -0.008 0.208 0.012
H -2.2846 4.3986 -2.9402 -0.058 0.191 -0.029
H -0.4230 5.8287 -1.9861 0.219 -0.294 0.459
H -1.4269 5.9408 -0.4504 0.338 0.305 -0.006
H -1.9219 6.6368 -2.0330 -0.192 0.117 0.383
H -1.7560 1.7467 -3.4829 0.087 -0.303 0.037
H -3.4245 2.1969 -3.1623 -0.266 -0.206 0.217
H -2.8356 0.4918 -2.7923 -0.153 0.014 -0.149
O 0.6977 -0.9991 -1.4368 -0.581 0.296 0.088
S 0.5536 -1.2522 -2.8411 1.247 -0.667 -1.861
O -0.7072 -1.0363 -3.4884 -0.127 0.096 0.393
O 1.6694 -0.4054 -3.5840 -0.490 -0.152 1.199
C 1.6144 -0.2090 -5.0103 0.328 -0.059 -0.617
C 3.0528 -0.0549 -5.4857 -0.655 0.102 0.436
C 1.1611 -2.8903 -3.1779 -0.379 0.294 0.522
H 1.0199 0.6851 -5.1986 -0.071 -0.026 -0.001
H 1.1531 -1.0594 -5.5157 -0.199 0.004 0.201
H 3.0532 0.2185 -6.5396 0.078 0.048 -0.013
H 3.5950 -0.9839 -5.3319 0.136 0.083 0.017
H 3.4982 0.7311 -4.8760 0.318 -0.024 -0.191
H 2.2018 -2.9622 -2.8610 -0.032 0.175 0.175
H 1.0816 -3.0598 -4.2479 -0.177 -0.027 -0.018
H 0.5229 -3.5535 -2.5929 0.078 -0.163 -0.169
O 1.6926 -4.3422 1.6426 -0.196 0.125 0.129
S 0.4896 -3.9933 0.9631 0.263 -0.591 -0.491
O 0.2634 -2.6150 0.6025 -0.588 -0.826 0.006
O 0.3903 -4.8378 -0.3961 -0.127 0.822 0.310
C 1.1578 -6.0695 -0.4822 -0.161 -0.884 0.431
C 2.4559 -5.8790 -1.2065 0.286 1.182 0.120
C -0.9083 -4.6555 1.8490 0.360 0.670 -0.320
H 0.4996 -6.7901 -0.9709 -0.057 0.242 -0.225
H 1.2969 -6.4730 0.5234 0.204 0.233 0.015
H 2.9925 -5.0015 -0.8305 -0.095 -0.139 0.293
H 2.2887 -5.6137 -2.2515 0.091 -0.586 -0.133
H 3.1303 -6.7162 -1.0445 -0.154 -0.204 -0.389
H -0.9475 -4.0904 2.7758 -0.038 -0.190 0.165
H -0.7267 -5.7158 1.9957 0.026 0.002 0.117
H -1.8115 -4.4644 1.2789 0.007 -0.050 -0.074
O 2.0803 3.8948 -1.1957 0.061 -0.513 0.076
S 2.2938 2.5090 -1.5471 1.184 0.700 -0.683
O 1.6417 1.4982 -0.7679 -0.440 0.220 -0.341
O 1.8546 2.3388 -3.0834 0.000 -0.333 1.041
C 1.9946 3.4662 -3.9829 -0.586 -0.216 -0.707
C 0.6109 4.0718 -4.2013 0.709 0.166 0.662
C 4.0483 2.0623 -1.6707 -1.812 0.060 0.042
H 2.3146 3.0115 -4.9211 0.389 0.070 0.125
H 2.7395 4.1728 -3.6259 -0.070 0.022 0.092
H 0.6911 5.0587 -4.6573 -0.059 -0.082 -0.161
H 0.1928 4.1867 -3.2021 -0.309 0.026 -0.187
H 0.0109 3.4055 -4.8165 -0.150 0.062 0.032
H 4.4498 2.6896 -2.4594 0.289 -0.073 0.036
H 3.9566 1.0098 -1.9383 0.523 -0.044 -0.088
H 4.5206 2.1872 -0.7025 0.051 0.051 -0.004
O -3.2135 -2.5115 1.8229 0.338 0.427 0.118
S -2.9522 -1.1485 1.4735 -1.074 0.919 -0.471
O -1.6261 -0.6852 1.1647 -0.002 -0.194 -0.002
O -3.7902 -0.7879 0.1567 0.507 0.087 0.643
C -5.1569 -1.2625 0.1087 -0.397 -0.925 -0.036
C -5.2618 -2.4185 -0.8651 -0.493 0.069 0.019
C -3.6628 0.0203 2.6687 0.594 -0.930 -0.677
H -5.8523 -0.4628 -0.1435 0.541 0.389 -0.216
H -5.4785 -1.6142 1.0921 0.210 0.020 0.061
H -6.3285 -2.6478 -0.9422 0.094 -0.224 -0.051
H -4.7310 -3.2973 -0.5049 0.012 0.022 0.057
H -4.9139 -2.1883 -1.8711 0.106 0.227 0.078
H -4.4309 -0.5352 3.1981 -0.156 0.263 0.063
H -4.0107 0.8498 2.0595 -0.139 0.085 0.156
H -2.8548 0.3415 3.3185 -0.015 -0.075 0.081